14
Properties=species:S:1:pos:R:3:nbo_charge:R:1 method="wB97M-V/def2-TZVPD" homo_ev=-8.87 gap_ev=10.0 de_lowest_kcal_mol=41.4 lumo_energy_ha=0.04144 smiles=CC#CC1CC1
C 2.78 0.50 -0.74 -0.679
C 1.47 0.66 -0.12 -0.001
C 0.38 0.50 0.38 -0.027
C -0.86 -0.05 0.89 -0.300
C -2.25 0.25 0.39 -0.399
C -1.56 -0.99 -0.07 -0.395
H 3.58 0.48 0.02 0.233
H 3.00 1.30 -1.46 0.231
H 2.80 -0.46 -1.26 0.230
H -0.81 -0.36 1.93 0.233
H -3.03 0.10 1.14 0.216
H -2.43 1.05 -0.31 0.223
H -1.89 -1.97 0.28 0.214
H -1.15 -0.99 -1.08 0.220


10
Properties=species:S:1:pos:R:3:nbo_charge:R:1 method="wB97M-V/def2-TZVPD" homo_ev=-4.31 gap_ev=8.1 charge=-1 de_lowest_kcal_mol=0.0 lumo_energy_ha=0.13863 smiles="[O-][P@](O)(=S)CO"
O -1.74 0.59 -0.62 -1.165
P -0.35 0.81 -0.26 1.835
O -0.33 1.55 1.22 -0.999
S 0.89 1.72 -1.45 -0.818
C 0.39 -1.00 0.17 -0.389
O -0.34 -1.89 -0.63 -0.738
H 0.58 1.79 1.29 0.475
H 1.55 -0.91 0.11 0.162
H 0.32 -1.19 1.25 0.152
H -0.98 -1.46 -1.07 0.485


36
Properties=species:S:1:pos:R:3:nbo_charge:R:1 method="wB97M-V/def2-TZVPD" homo_ev=-9.71 gap_ev=9.2 de_lowest_kcal_mol=0.0 lumo_energy_ha=-0.01683
K 12.56 12.22 -0.79 0.986
N 10.68 12.64 -2.62 -1.255
S 9.80 13.85 -2.19 2.473
O 8.56 14.01 -2.87 -0.898
O 10.56 14.97 -1.72 -0.936
F 9.24 13.24 -0.78 -0.539
S 10.88 12.90 -4.25 2.484
O 10.63 14.17 -4.80 -0.885
O 10.50 11.74 -4.97 -0.905
F 12.48 12.85 -4.18 -0.527
C 17.17 16.01 3.25 -0.636
C 17.18 14.48 3.23 -0.069
O 16.00 14.01 2.55 -0.823
P 15.94 12.61 1.86 2.629
O 14.75 12.36 1.05 -1.167
O 17.32 12.50 1.11 -0.831
C 17.40 11.85 -0.18 -0.056
C 18.77 12.15 -0.77 -0.626
O 16.08 11.57 3.02 -0.826
C 15.25 11.59 4.17 -0.063
C 15.51 10.39 5.05 -0.624
H 17.98 16.40 2.64 0.214
H 16.22 16.40 2.91 0.235
H 17.44 16.39 4.24 0.217
H 18.07 14.19 2.69 0.199
H 17.18 14.08 4.25 0.181
H 17.32 10.78 -0.02 0.187
H 16.65 12.26 -0.85 0.191
H 18.84 13.16 -1.19 0.216
H 19.55 11.99 -0.02 0.221
H 18.95 11.44 -1.57 0.220
H 15.43 12.50 4.76 0.176
H 14.19 11.59 3.89 0.184
H 14.71 10.33 5.77 0.221
H 15.56 9.48 4.45 0.219
H 16.47 10.44 5.57 0.213


60
Properties=species:S:1:pos:R:3:nbo_charge:R:1 method="wB97M-V/def2-TZVPD" homo_ev=-5.14 gap_ev=5.3 de_lowest_kcal_mol=41.7 lumo_energy_ha=0.00744
O -3.82 1.20 -0.45 -0.532
C -3.62 0.12 -0.87 0.444
C -4.01 -1.17 -0.28 -0.133
C -3.63 -1.65 0.99 -0.187
H -2.72 -1.27 1.49 0.244
C -4.46 -2.61 1.55 -0.200
H -4.36 -2.85 2.61 0.216
C -5.52 -3.14 0.79 -0.219
H -6.24 -3.79 1.26 0.210
C -5.69 -2.83 -0.56 -0.218
H -6.53 -3.19 -1.15 0.216
C -4.83 -1.91 -1.14 -0.187
H -4.86 -1.69 -2.21 0.218
H -3.10 -0.02 -1.77 0.114
C -1.01 -0.84 -3.16 -0.643
C -0.52 -1.45 -1.91 -0.647
H -1.71 -1.54 -3.63 0.184
H -0.13 -0.79 -3.79 0.210
H -1.47 0.16 -3.10 0.182
C -1.00 -2.60 -1.47 -0.119
C -0.68 -3.76 -2.37 -0.680
H -1.61 -2.81 -0.60 0.201
H -1.53 -4.39 -2.59 0.192
H 0.10 -4.34 -1.89 0.226
H -0.21 -3.32 -3.26 0.211
Lu 0.84 -0.62 -0.52 1.677
Cl 0.27 -2.25 1.36 -0.639
Cl 2.40 -1.89 -2.10 -0.645
C 3.33 -0.81 0.91 0.566
O 2.59 0.13 0.49 -0.739
N 4.55 -0.61 1.33 -0.375
C 5.09 0.72 1.10 -0.430
C 5.43 -1.68 1.77 -0.405
H 2.97 -1.83 0.91 0.197
H 4.25 1.37 0.85 0.255
H 5.78 0.68 0.25 0.210
H 5.58 1.06 2.01 0.199
H 4.79 -2.54 1.98 0.225
H 5.95 -1.39 2.69 0.207
H 6.17 -1.96 1.01 0.212
H 1.78 4.00 -3.37 0.200
H -0.52 5.25 -2.63 0.199
C 1.09 3.18 -3.60 -0.422
C -0.98 4.28 -2.84 -0.406
N -0.02 3.21 -2.67 -0.383
H 1.61 2.23 -3.53 0.255
C -0.16 2.29 -1.72 0.566
O 0.67 1.35 -1.57 -0.705
H -1.84 4.14 -2.18 0.226
H -1.05 2.38 -1.09 0.178
H 0.70 3.33 -4.61 0.205
H -1.33 4.32 -3.88 0.207
N 0.55 2.52 2.64 -0.838
C 0.31 1.22 2.21 0.815
N 0.70 0.26 3.08 -0.841
O -0.16 0.99 1.06 -0.706
H 0.82 2.69 3.62 0.387
H 0.04 3.26 2.19 0.406
H 0.54 -0.74 2.84 0.452
H 1.21 0.54 3.90 0.385


113
Properties=species:S:1:pos:R:3:mulliken_charge:R:1 method="wB97M-V/def2-TZVPD" homo_ev=-10.85 gap_ev=7.9 charge=+1 lumo_energy_ha=-0.10773
C -1.11 3.15 -2.26 -1.311
C -1.64 1.81 -1.74 -0.110
C -0.76 0.64 -2.17 -1.012
C 0.54 0.50 -1.35 0.015
C 0.24 0.04 0.06 -1.184
C 1.46 -0.24 0.94 0.207
C 0.92 -0.56 2.37 -0.999
C 1.43 0.48 3.28 1.062
C 1.08 0.58 4.71 -0.648
C 0.18 -0.55 5.24 -0.827
C -1.14 -0.03 5.85 -0.476
C -2.36 -0.92 5.56 -1.136
N -2.36 -1.47 4.22 0.228
C -2.10 -2.79 3.96 -0.645
C -2.16 -2.97 2.59 -0.557
C -2.49 -1.72 2.02 -0.153
C -2.60 -0.81 3.05 -1.338
N 2.22 1.28 2.64 0.406
C 2.92 2.39 3.30 -1.058
C 1.98 3.56 3.63 -0.833
C 1.10 4.00 2.45 0.118
C -0.38 4.01 2.78 -0.262
C -1.29 3.58 1.80 0.233
C -2.66 3.56 2.06 -0.634
C -3.14 3.96 3.31 -0.556
C -2.25 4.39 4.29 -0.810
C -0.89 4.42 4.01 -0.309
C 2.33 0.99 1.22 0.614
P 4.04 0.96 0.45 -0.301
C 4.41 2.75 0.19 -1.067
O 3.66 0.48 -1.08 -0.166
H -1.75 3.95 -1.90 0.385
H -0.11 3.32 -1.86 0.196
H -1.10 3.14 -3.35 0.411
H -1.73 1.88 -0.66 -0.001
H -2.65 1.63 -2.12 0.477
H -0.55 0.70 -3.23 0.455
H -1.32 -0.28 -1.99 0.241
H 1.06 1.46 -1.36 0.002
H 1.15 -0.24 -1.86 0.442
H -0.30 -0.91 -0.01 0.782
H -0.42 0.73 0.60 0.037
H 2.00 -1.12 0.59 0.819
H -0.16 -0.64 2.41 -0.228
H 1.23 -1.57 2.67 0.637
H 1.98 0.68 5.32 0.484
H 0.55 1.53 4.83 -0.088
H 0.72 -1.03 6.05 0.473
H 0.01 -1.32 4.50 0.411
H -1.01 0.00 6.93 0.452
H -1.37 1.00 5.56 0.282
H -3.25 -0.30 5.65 0.394
H -2.48 -1.69 6.31 0.357
H -1.89 -3.53 4.70 0.432
H -2.00 -3.90 2.08 0.576
H -2.62 -1.52 0.98 0.972
H -2.85 0.23 3.03 0.563
H 3.76 2.74 2.71 0.121
H 3.34 2.01 4.22 0.462
H 2.62 4.39 3.92 0.517
H 1.40 3.31 4.51 0.583
H 1.37 5.01 2.14 0.670
H 1.22 3.37 1.58 -0.592
H -0.91 3.27 0.83 0.309
H -3.33 3.23 1.29 0.493
H -4.20 3.93 3.52 0.445
H -2.60 4.70 5.26 0.455
H -0.21 4.76 4.78 0.462
H 1.81 1.80 0.69 -0.648
H 5.05 3.05 1.02 0.441
H 3.50 3.35 0.25 0.298
H 4.92 2.90 -0.75 0.401
H 3.12 1.17 -1.48 0.002
C 4.53 2.20 -3.87 -1.238
C 3.23 1.76 -4.55 0.389
C 3.34 0.40 -5.24 -0.642
C 4.35 0.34 -6.38 -0.909
C 4.12 1.36 -7.50 -0.368
C 2.79 1.17 -8.22 -1.197
H 5.34 2.32 -4.59 0.450
H 4.39 3.15 -3.36 0.320
H 4.84 1.46 -3.13 0.249
H 2.91 2.52 -5.25 0.417
H 2.44 1.69 -3.79 -0.414
H 2.35 0.12 -5.61 0.376
H 3.60 -0.36 -4.49 0.320
H 4.33 -0.67 -6.81 0.413
H 5.36 0.48 -5.98 0.326
H 4.93 1.26 -8.22 0.396
H 4.19 2.37 -7.11 0.230
H 2.71 0.17 -8.65 0.299
H 2.69 1.90 -9.03 0.382
H 1.94 1.32 -7.55 0.275
C -2.27 -7.62 -1.86 -1.201
C -3.53 -7.33 -1.05 -0.270
C -4.56 -6.50 -1.82 -0.740
C -4.09 -5.11 -2.24 -0.944
C -3.63 -4.22 -1.09 0.207
C -4.73 -3.91 -0.07 -0.991
H -1.74 -6.70 -2.13 0.274
H -1.57 -8.23 -1.28 0.378
H -2.50 -8.16 -2.77 0.305
H -3.26 -6.82 -0.12 0.180
H -3.99 -8.27 -0.76 0.369
H -5.47 -6.42 -1.22 0.295
H -4.86 -7.05 -2.72 0.402
H -4.91 -4.61 -2.77 0.395
H -3.28 -5.20 -2.97 0.334
H -3.27 -3.27 -1.51 0.128
H -2.78 -4.67 -0.58 0.137
H -5.58 -3.42 -0.56 0.343
H -4.36 -3.25 0.70 0.175
H -5.09 -4.82 0.41 0.281


17
Properties=species:S:1:pos:R:3:nbo_charge:R:1 method="wB97M-V/def2-TZVPD" homo_ev=-8.37 gap_ev=9.4 de_lowest_kcal_mol=51.0 lumo_energy_ha=0.03785 smiles="C=NN1CCN=C1C"
C 2.39 -0.62 0.15 -0.113
N 1.28 -1.13 -0.21 -0.227
N 0.07 -0.59 0.17 -0.292
C -1.13 -1.43 -0.14 -0.223
C -2.14 -0.38 0.12 -0.274
N -1.57 0.95 -0.05 -0.456
C -0.31 0.70 -0.01 0.410
C 0.73 1.79 -0.11 -0.678
H 2.47 0.27 0.77 0.162
H 3.24 -1.09 -0.23 0.186
H -1.08 -1.71 -1.18 0.190
H -1.17 -2.31 0.49 0.212
H -2.46 -0.47 1.17 0.188
H -3.05 -0.36 -0.51 0.210
H 0.10 2.70 -0.40 0.248
H 1.45 1.65 -0.89 0.229
H 1.15 2.03 0.86 0.227